(1)
Formula: H24KrO12
Source: the Open Molecules 2025 dataset
Level of theory: ωB97M-V with the def2-TZVPD basis set

XYZ file:
```
37
Properties=species:S:1:pos:R:3
Kr -0.106 -0.379 -0.004
O 0.184 1.421 3.550
H 0.046 2.351 3.374
H 1.026 1.221 3.140
O 0.082 -1.300 -4.004
H 0.000 -2.147 -3.566
H 0.908 -0.941 -3.681
O -2.824 -2.274 0.848
H -2.026 -2.797 0.779
H -3.483 -2.883 1.182
O -1.656 0.843 -2.874
H -2.601 0.933 -2.995
H -1.548 -0.012 -2.457
O 2.757 2.753 -1.631
H 2.388 1.904 -1.875
H 3.704 2.615 -1.640
O -1.679 3.344 -0.516
H -1.944 2.893 0.285
H -1.144 2.705 -0.986
O -3.197 2.332 1.799
H -4.052 2.493 2.198
H -3.128 1.378 1.755
O 2.370 -0.006 -2.639
H 2.539 -0.551 -1.871
H 3.200 -0.001 -3.117
O -2.474 -0.094 2.637
H -1.607 0.282 2.484
H -2.460 -0.928 2.167
O 2.464 0.257 2.245
H 2.954 0.940 2.704
H 2.531 -0.509 2.815
O -0.882 -4.146 0.262
H -0.262 -4.790 0.604
H -0.555 -3.941 -0.614
O 3.265 -1.144 -0.398
H 2.989 -0.725 0.418
H 4.221 -1.095 -0.380
```

Properties
- Energy: -99889.7622 eV
- Charge: 0
- Multiplicity: 1
- E_LUMO: -0.43 eV
- ΔE to the lowest compared entry with this formula, charge and spin: 100.81 kJ/mol
- Frontier orbital gap: 9.500 eV

Here are the Mulliken charges for atoms 1 to 8, given in e: -0.016 -0.621 0.342 0.369 -0.604 0.275 0.350 -0.659

---

(2)
Formula: C43H39BCl2F4N3O3PPbS2
Source: the Open Molecules 2025 dataset
Level of theory: ωB97M-V with the def2-TZVPD basis set

XYZ file:
```
99
Properties=species:S:1:pos:R:3
Pb -0.062 -0.193 -0.184
N 0.569 2.484 -0.536
C -0.258 3.609 -0.242
C 0.296 4.882 -0.110
C -0.510 5.976 0.145
C -1.885 5.811 0.266
C -2.434 4.546 0.164
C -1.634 3.426 -0.075
P -2.357 1.719 -0.035
C -3.491 1.987 1.378
C -2.882 2.130 2.623
C -3.641 2.330 3.765
C -5.026 2.378 3.671
C -5.638 2.238 2.434
C -4.875 2.045 1.288
C -3.357 1.666 -1.561
C -4.359 0.708 -1.731
C -5.025 0.606 -2.942
C -4.677 1.426 -4.007
C -3.664 2.359 -3.854
C -3.010 2.484 -2.638
H 0.569 2.267 -1.534
H 1.536 2.640 -0.281
H 1.367 5.007 -0.225
H -0.069 6.961 0.232
H -2.523 6.665 0.455
H -3.502 4.418 0.291
H -1.797 2.111 2.684
H -3.156 2.454 4.726
H -5.628 2.528 4.559
H -6.717 2.277 2.359
H -5.361 1.937 0.327
H -4.600 0.030 -0.921
H -5.804 -0.136 -3.062
H -5.186 1.327 -4.957
H -3.368 2.984 -4.687
H -2.222 3.219 -2.535
C -3.073 -3.467 6.909
C -3.102 -3.171 5.432
C -3.489 -4.141 4.515
C -3.486 -3.876 3.150
C -3.095 -2.625 2.703
C -2.731 -1.633 3.605
C -2.738 -1.909 4.959
S -2.992 -2.294 0.963
O -3.576 -3.420 0.282
O -3.596 -1.001 0.754
N -1.426 -2.103 0.679
C -0.552 -3.163 0.495
C -0.848 -4.539 0.596
C 0.147 -5.454 0.338
C 1.426 -5.024 -0.009
C 1.643 -3.668 -0.069
N 0.699 -2.757 0.188
H -3.458 -4.465 7.116
H -3.674 -2.746 7.465
H -2.052 -3.412 7.292
H -3.803 -5.115 4.869
H -3.794 -4.622 2.428
H -2.483 -0.647 3.227
H -2.465 -1.134 5.669
H -1.851 -4.851 0.828
H -0.072 -6.514 0.392
H 2.218 -5.726 -0.227
H 2.619 -3.273 -0.335
Cl 0.706 -0.864 2.846
C 0.630 0.364 4.121
Cl 1.971 1.507 4.016
H 0.677 -0.149 5.072
H -0.300 0.907 4.008
F -0.525 -0.110 -2.636
B 0.510 0.263 -3.601
F -0.070 0.995 -4.616
F 1.437 1.066 -2.861
F 1.139 -0.894 -4.031
O 2.489 0.337 0.270
S 3.631 -0.459 0.838
C 4.423 -1.173 -0.604
C 3.801 -1.044 -1.833
C 4.385 -1.644 -2.943
C 5.567 -2.356 -2.807
C 6.177 -2.481 -1.562
C 5.601 -1.894 -0.448
C 4.890 0.750 1.258
C 5.543 0.658 2.475
C 6.456 1.644 2.828
C 6.692 2.707 1.969
C 6.027 2.787 0.748
C 5.119 1.806 0.387
H 2.878 -0.484 -1.931
H 3.901 -1.550 -3.906
H 6.019 -2.820 -3.674
H 7.099 -3.039 -1.460
H 6.062 -1.986 0.530
H 5.335 -0.172 3.141
H 6.971 1.588 3.779
H 7.397 3.479 2.250
H 6.218 3.616 0.079
H 4.591 1.849 -0.559
```

Properties
- Energy: -128642.8385 eV
- Charge: 0
- Multiplicity: 1
- E_LUMO: 0.16 eV
- ΔE to the lowest compared entry with this formula, charge and spin: 8.73 kJ/mol
- Frontier orbital gap: 8.261 eV

Here are the Mulliken charges for atoms 1 to 8, given in e: 2.106 0.216 -0.401 -0.501 -0.609 -0.863 0.115 0.053

---

(3)
Formula: C2H3NOS2
Source: the Open Molecules 2025 dataset
Level of theory: ωB97M-V with the def2-TZVPD basis set

XYZ file:
```
9
Properties=species:S:1:pos:R:3
C 0.767 1.076 -0.210
C -0.986 -0.234 0.668
H 0.389 -2.036 -0.601
H 0.777 1.803 0.629
H -1.282 0.685 1.213
N 0.100 -0.096 -0.072
O 0.210 -0.902 -1.167
S 1.887 1.378 -1.340
S -1.862 -1.674 0.880
```

Properties
- Energy: -27326.5941 eV
- Charge: 0
- Multiplicity: 1
- E_LUMO: -1.13 eV
- ΔE to the lowest compared entry with this formula, charge and spin: 403.59 kJ/mol
- Frontier orbital gap: 7.914 eV

Here are the Mulliken charges for atoms 1 to 8, given in e: -0.159 -0.017 0.379 0.252 0.253 0.199 -0.417 -0.213

---

(4)
Formula: C6H5P
Source: the Open Molecules 2025 dataset
Level of theory: ωB97M-V with the def2-TZVPD basis set

XYZ file:
```
12
Properties=species:S:1:pos:R:3
C -0.081 1.998 -0.900
C 0.298 -1.881 -0.121
C 0.122 0.749 -0.403
C -0.109 -0.615 -0.228
C 0.739 1.896 0.313
C -1.205 -1.709 -0.177
P 1.618 2.376 1.547
H -0.499 2.569 -1.774
H 0.964 -2.640 0.086
H -1.820 -1.926 -1.024
H -1.857 -1.771 0.656
H 1.830 0.955 2.026
```

Properties
- Energy: -15585.0588 eV
- Charge: 0
- Multiplicity: 1
- SMILES string: [H]/P=c1/cc1C1=CC1
- E_LUMO: 0.08 eV
- ΔE to the lowest compared entry with this formula, charge and spin: 260.75 kJ/mol
- Frontier orbital gap: 8.209 eV

Here are the Mulliken charges for atoms 1 to 8, given in e: -0.292 -0.524 0.236 0.419 -0.126 -0.582 -0.267 0.313

---

(5)
Formula: C2HN2O2
Source: the Open Molecules 2025 dataset
Level of theory: ωB97M-V with the def2-TZVPD basis set

XYZ file:
```
7
Properties=species:S:1:pos:R:3
C 1.600 0.222 -0.102
C -2.896 -0.002 0.028
N -1.967 0.676 0.200
N 2.655 -0.202 0.087
O 3.772 -0.595 0.086
O -3.815 -0.764 -0.038
H 0.650 0.664 -0.262
```

Properties
- Energy: -9163.9374 eV
- Charge: -1
- Multiplicity: 1
- E_LUMO: 3.79 eV
- ΔE to the lowest compared entry with this formula, charge and spin: 222.23 kJ/mol
- Frontier orbital gap: 7.696 eV

Mulliken atomic charges, in units of e: -0.272 0.345 -0.634 0.470 -0.668 -0.694 0.453

---

(6)
Formula: C23H43Cl2IN3O4ScSi
Source: the Open Molecules 2025 dataset
Level of theory: ωB97M-V with the def2-TZVPD basis set

XYZ file:
```
78
Properties=species:S:1:pos:R:3
C 2.166 -4.421 1.905
C 2.339 -3.128 1.149
H 3.125 -4.724 2.345
H 1.850 -5.182 1.181
H 1.454 -4.354 2.727
C 3.410 -3.067 0.248
C 4.368 -4.160 -0.058
H 3.682 -2.127 -0.220
H 4.024 -4.900 -0.788
H 4.735 -4.698 0.823
H 5.230 -3.652 -0.500
Sc -1.801 1.378 -1.111
Cl -3.819 0.450 -1.989
C 0.243 3.155 0.534
O -0.157 2.502 -0.475
N 1.156 4.106 0.388
C 1.700 4.330 -0.949
C 1.702 4.895 1.490
H -0.161 2.952 1.543
H 0.889 4.357 -1.685
H 2.405 3.536 -1.226
H 2.223 5.288 -0.933
H 1.060 4.799 2.371
H 1.746 5.944 1.169
H 2.717 4.555 1.748
H -6.000 4.468 -1.041
H -6.904 3.787 1.059
C -5.213 3.711 -1.086
C -6.370 2.836 0.945
N -5.124 3.074 0.226
H -4.261 4.194 -1.322
C -3.990 2.530 0.632
O -2.894 2.721 0.014
H -6.131 2.438 1.938
H -4.009 1.879 1.524
H -5.444 2.973 -1.870
H -7.017 2.120 0.412
H 0.248 -2.321 -2.158
H 2.808 -1.637 -2.797
C 0.155 -1.879 -3.168
C 2.421 -0.881 -3.499
N 0.988 -0.670 -3.258
H -0.895 -1.633 -3.375
C 0.542 0.520 -2.850
O -0.686 0.827 -2.785
H 2.942 0.075 -3.369
H 1.318 1.237 -2.530
H 0.548 -2.605 -3.891
H 2.575 -1.244 -4.526
O 0.903 -2.519 0.772
C 1.700 -1.831 1.688
C 2.518 -0.219 -0.051
C 2.222 -0.499 1.291
H 2.192 -0.936 -0.796
C 3.329 0.878 -0.351
H 1.384 -1.907 2.745
C 2.529 0.444 2.278
H 3.703 0.983 -1.369
C 3.706 1.771 0.653
C 3.304 1.561 1.978
H 2.148 0.269 3.286
H 4.357 2.619 0.404
H 3.607 2.247 2.772
Si -1.917 -2.556 0.502
Cl -0.850 -0.358 0.030
C -2.545 -3.092 -1.191
C -3.312 -1.726 1.486
C -1.193 -3.846 1.573
H -1.778 -3.141 -1.973
H -3.343 -2.427 -1.563
H -2.977 -4.104 -1.093
H -0.544 -4.533 1.025
H -2.020 -4.427 1.990
H -0.651 -3.405 2.412
H -2.954 -1.418 2.478
H -4.146 -2.443 1.621
H -3.725 -0.822 1.007
I -1.542 1.081 3.480
```

Properties
- Energy: -98935.7452 eV
- Charge: 0
- Multiplicity: 1
- E_LUMO (spin up / spin down): -0.28 / -0.28 eV
- ΔE to the lowest compared entry with this formula, charge and spin: 628.39 kJ/mol
- Frontier orbital gap (spin up / spin down): 4.068 / 4.069 eV

Here are the Mulliken charges for atoms 1 to 8, given in e: -1.944 1.410 0.467 0.289 0.355 -0.288 -1.646 0.295

---

(7)
Formula: C5H11ClFN4O3
Source: the Open Molecules 2025 dataset
Level of theory: ωB97M-V with the def2-TZVPD basis set

XYZ file:
```
25
Properties=species:S:1:pos:R:3
O -0.174 -1.580 2.967
C 0.079 -1.408 1.800
F -0.740 -1.987 0.876
C 1.264 -0.650 1.306
C 2.329 -1.550 0.660
Cl 2.441 -3.159 1.587
H 1.650 -0.067 2.128
H 0.944 0.005 0.501
H 1.926 -1.804 -0.319
C 1.978 0.022 -2.920
O 1.565 -0.675 -2.023
N 2.689 1.169 -2.677
N 1.777 -0.274 -4.252
H 3.047 1.766 -3.395
H 2.858 1.396 -1.714
H 1.263 -1.108 -4.458
H 2.115 0.291 -5.005
C -2.923 1.472 1.907
O -1.902 2.127 1.999
N -2.942 0.116 1.782
N -4.168 2.068 1.921
H -3.788 -0.413 1.705
H -2.066 -0.382 1.765
H -4.196 3.064 2.012
H -5.027 1.560 1.848
```

Properties
- Energy: -32707.5550 eV
- Charge: -1
- Multiplicity: 1
- E_LUMO: 2.88 eV
- ΔE to the lowest compared entry with this formula, charge and spin: 0.00 kJ/mol
- Frontier orbital gap: 4.575 eV

Here are the Mulliken charges for atoms 1 to 8, given in e: -0.543 0.434 -0.264 -0.233 -0.535 -0.338 0.332 0.130

---

Number 7 is which compound?
C5H11ClFN4O3